i) The following is a DFT calculation (ωB97M-V/def2-TZVPD) of a structure of composition C2H2CuFLiO2.

Results
⟨S²⟩: 0.77
LUMO energy (spin up / spin down), eV: -0.554 / -1.021
Frontier orbital gap (spin up / spin down), eV: 7.791 / 6.939
2S+1: 2

Last column: Löwdin charge in e.
CARTESIAN COORDINATES (ANGSTROEM)
F -0.712 0.088 -2.002  -0.110
C -0.392 0.359 -0.655  -0.290
C -1.312 1.182 -0.069  -0.054
H -1.008 1.780 0.793  0.035
H -2.277 1.391 -0.549  0.052
O 1.478 -1.531 -0.170  -0.441
O 1.564 -1.552 1.343  -0.513
Li 2.803 -0.566 0.592  0.760
Cu -0.144 -1.151 0.715  0.560


ii) The following is a DFT calculation (ωB97M-V/def2-TZVPD) of a structure of composition C2H2CuFLiO2.

Results
⟨S²⟩: 0.76
LUMO energy (spin up / spin down), eV: -1.283 / -1.253
Frontier orbital gap (spin up / spin down), eV: 4.545 / 6.808
2S+1: 2

Last column: Löwdin charge in e.
CARTESIAN COORDINATES (ANGSTROEM)
F 1.928 -0.098 -0.472  0.094
O 0.154 0.786 0.354  -0.131
O -1.214 0.557 0.655  -0.442
C 0.896 -0.305 0.345  -0.506
C 0.889 -1.358 1.167  0.032
H 0.445 -1.180 2.142  0.049
H 1.643 -2.131 1.044  0.056
Cu -2.207 0.000 -1.171  0.217
Li -2.853 -1.349 1.737  0.631


Which of them is most stable? Easy: i).


i) The following is a DFT calculation (ωB97M-V/def2-TZVPD) of a cluster of 2 separate species, C4H10I2N in total.

Results
LUMO energy (spin up / spin down), eV: -4.516 / -4.348
Charge: +1
Frontier orbital gap (spin up / spin down), eV: 7.723 / 8.031

Last column: Löwdin charge in e.
CARTESIAN COORDINATES (ANGSTROEM)
C 0.979 -0.452 -2.200  -0.139
C -0.887 -1.316 0.964  -0.160
C 0.820 0.696 -1.166  -0.599
C -0.745 0.101 0.679  -0.809
N -0.220 0.954 1.741  0.037
I 2.538 1.109 -0.019  0.970
I -2.398 1.108 -0.247  0.952
H 2.034 -0.411 -2.529  0.078
H 0.810 -1.344 -1.730  0.037
H 0.378 -0.224 -3.017  0.060
H -0.303 -1.808 1.628  0.042
H -0.966 -2.009 0.071  0.112
H -1.991 -1.565 1.310  0.128
H 0.350 1.571 -1.451  -0.033
H 0.593 1.596 1.451  0.033
H 0.077 0.387 2.513  0.141
H -1.071 1.609 2.001  0.151


ii) The following is a DFT calculation (ωB97M-V/def2-TZVPD) of a structure of composition C4H10I2N.

Results
LUMO energy (spin up / spin down), eV: -6.529 / -6.529
Charge: +1
Frontier orbital gap (spin up / spin down), eV: 5.054 / 5.055

Last column: Löwdin charge in e.
CARTESIAN COORDINATES (ANGSTROEM)
C -1.089 0.336 1.610  -0.269
C 0.965 -1.331 -1.122  -0.092
C 1.503 0.802 -0.190  -0.213
C -2.147 0.188 0.679  -1.172
N 0.772 0.086 -1.057  -0.198
I -3.076 1.952 -0.030  0.982
I -2.851 -1.640 -0.113  1.022
H -0.554 -0.748 1.756  0.153
H -1.612 0.599 2.495  0.094
H -0.314 1.017 1.247  0.057
H 1.208 -1.602 -0.151  0.064
H -0.061 -1.659 -1.329  0.031
H 1.565 -1.699 -1.874  0.065
H 1.965 0.407 0.815  0.147
H 2.434 1.047 -0.810  0.119
H 1.114 1.775 -0.126  0.064
H 0.177 0.470 -1.800  0.147


Which of them is most stable? Easy: i).


i) The following is a DFT calculation (ωB97M-V/def2-TZVPD) of a cluster of 2 separate species, CH3F2OP in total.

Results
LUMO energy, eV: -1.705
Frontier orbital gap, eV: 8.954

Last column: Löwdin charge in e.
CARTESIAN COORDINATES (ANGSTROEM)
C 0.226 -0.056 0.233  -0.176
O 1.458 0.436 0.609  -0.397
F 2.575 -1.900 -0.457  -0.562
F 3.830 0.532 0.553  -0.274
P 2.595 0.569 -0.509  1.160
H -0.508 0.689 0.503  0.092
H 0.013 -1.033 0.791  0.135
H 0.270 -0.302 -0.744  0.022


ii) The following is a DFT calculation (ωB97M-V/def2-TZVPD) of a cluster of 2 separate species, CH3F2OP in total.

Results
LUMO energy (spin up / spin down), eV: 0.493 / -1.471
Frontier orbital gap (spin up / spin down), eV: 9.057 / 6.044

Last column: Löwdin charge in e.
CARTESIAN COORDINATES (ANGSTROEM)
C 1.610 -0.018 0.266  -0.302
O -0.692 -0.940 0.206  -0.554
F 2.285 -0.859 -0.362  0.204
F 1.359 1.030 -0.386  0.131
P -1.391 0.221 -0.458  0.637
H 1.539 -0.048 1.279  0.117
H -2.633 -0.218 -1.036  -0.085
H -2.076 0.832 0.491  -0.147


Which of them is most stable? Easy: i).


i) The following is a DFT calculation (ωB97M-V/def2-TZVPD) of a cluster of 2 separate species, C7H10O2 in total.

Results
LUMO energy (spin up / spin down), eV: 0.168 / -0.080
Frontier orbital gap (spin up / spin down), eV: 8.114 / 7.711

Last column: Löwdin charge in e.
CARTESIAN COORDINATES (ANGSTROEM)
C -2.435 -0.064 -1.162  -0.031
C 2.888 -0.360 0.096  -0.191
C -1.817 -0.084 -0.048  -0.163
C 1.468 -0.059 -0.280  -0.243
C 0.517 -0.935 -0.248  -0.096
C -1.779 0.160 1.392  -0.093
C 1.076 1.415 -0.219  -0.029
O 3.566 0.530 0.639  0.000
O 0.372 -2.275 -0.344  0.025
H -3.578 -0.180 -1.260  0.094
H -1.951 0.061 -2.126  0.060
H 3.271 -1.486 0.063  0.151
H -2.816 0.279 1.786  0.100
H -1.308 1.103 1.469  0.062
H -1.220 -0.647 1.818  0.075
H 1.700 1.850 0.533  0.073
H 1.211 2.055 -1.012  0.058
H 0.053 1.418 -0.019  0.020
H 0.782 -2.781 -1.078  0.130


ii) The following is a DFT calculation (ωB97M-V/def2-TZVPD) of a structure of composition C7H10O2.

Results
LUMO energy, eV: -0.076
Frontier orbital gap, eV: 8.851

Last column: Löwdin charge in e.
CARTESIAN COORDINATES (ANGSTROEM)
C -0.843 0.575 -1.582  -0.173
C 0.831 -0.005 0.279  -0.343
C 0.540 -0.916 1.464  -0.076
C 1.886 1.047 0.614  -0.061
C -0.534 0.715 -0.100  -0.460
O -0.126 -0.185 -2.449  0.019
C -1.980 -0.419 -0.646  -0.019
C -2.934 -1.129 -0.461  0.156
O -0.849 1.769 0.509  0.021
H -0.120 -1.106 -2.133  0.121
H -1.176 1.512 -2.031  0.160
H 1.233 -0.624 -0.532  0.123
H 0.129 -0.343 2.299  0.091
H 1.464 -1.397 1.802  0.078
H -0.167 -1.700 1.184  0.070
H 2.097 1.681 -0.254  0.087
H 2.811 0.566 0.944  0.082
H 1.545 1.686 1.432  0.085
H -3.809 -1.725 -0.341  0.041


Which of them is most stable? Easy: ii).


i) The following is a DFT calculation (ωB97M-V/def2-TZVPD) of an isolated molecule of C7H10O2.

Results
LUMO energy (spin up / spin down), eV: -0.864 / -0.863
Frontier orbital gap (spin up / spin down), eV: 7.612 / 7.613

Last column: Löwdin charge in e.
CARTESIAN COORDINATES (ANGSTROEM)
C 1.396 -0.860 0.276  0.130
C -0.763 0.309 -0.042  -0.223
C 0.349 -0.911 -0.561  -0.441
C -1.636 0.042 0.915  -0.074
C 2.707 -0.216 0.503  -0.080
C -1.847 -1.256 1.625  -0.085
C -0.175 1.763 -1.914  -0.057
O -0.179 -1.552 -1.469  0.011
O -0.498 1.523 -0.536  -0.109
H -2.273 0.944 1.161  0.140
H 3.217 -0.607 1.464  0.101
H 2.547 0.798 0.494  0.048
H 3.376 -0.520 -0.361  0.117
H -2.253 -1.298 2.599  0.054
H -0.940 -1.965 1.743  0.112
H -2.475 -1.785 1.007  0.046
H 0.152 2.743 -1.894  0.045
H -1.224 1.824 -2.511  0.138
H 0.519 1.023 -2.499  0.127


ii) The following is a DFT calculation (ωB97M-V/def2-TZVPD) of an isolated molecule of C7H10O2.

Results
SMILES: C#C[C@](C)(O)/C(O)=C\C
LUMO energy, eV: 0.746
Frontier orbital gap, eV: 9.043

Last column: Löwdin charge in e.
CARTESIAN COORDINATES (ANGSTROEM)
C 2.074 -0.051 -1.670  0.160
C 1.053 -0.146 -1.039  -0.073
C -0.366 -0.375 -0.706  -0.498
C -0.513 -1.694 0.072  0.008
O -1.140 -0.440 -1.908  -0.003
C -0.926 0.791 0.109  -0.292
O -2.077 1.333 -0.370  0.058
C -0.376 1.281 1.220  -0.099
C 0.940 0.907 1.799  -0.101
H 3.039 0.126 -2.049  0.029
H -0.196 -2.529 -0.554  0.091
H -1.548 -1.836 0.346  0.093
H 0.105 -1.673 0.973  0.090
H -0.731 -1.081 -2.494  0.114
H -2.293 0.867 -1.194  0.097
H -0.882 2.122 1.673  0.112
H 1.476 1.795 2.128  0.073
H 0.816 0.242 2.660  0.074
H 1.545 0.360 1.005  0.068


Which of them is most stable? Easy: ii).


i) The following is a DFT calculation (ωB97M-V/def2-TZVPD) of an isolated molecule of C5H9N3O2.

Results
SMILES: CN1CCN=C1C[N+](=O)[O-]
LUMO energy, eV: -0.383
Frontier orbital gap, eV: 8.099

Last column: Löwdin charge in e.
CARTESIAN COORDINATES (ANGSTROEM)
C -0.153 1.980 -0.262  -0.055
N -0.420 0.477 -0.146  -0.148
C -1.780 0.144 -0.295  -0.224
C -1.639 -1.461 -0.366  -0.187
N -0.394 -1.698 0.299  0.068
C 0.235 -0.658 0.475  -0.365
C 1.682 -0.573 1.000  -0.003
N 2.424 -0.503 -0.378  -0.335
O 3.336 0.370 -0.173  0.008
O 2.193 -1.351 -1.229  0.106
H -0.993 2.286 -1.150  0.144
H -0.146 2.492 0.664  0.026
H 0.954 2.442 -0.489  0.113
H -2.470 0.462 -1.227  0.154
H -2.326 0.324 0.670  0.114
H -2.007 -2.018 -1.332  0.135
H -2.457 -1.780 0.393  0.116
H 1.889 0.407 1.670  0.151
H 2.073 -1.343 1.877  0.183


ii) The following is a DFT calculation (ωB97M-V/def2-TZVPD) of a cluster of 2 separate species, C5H9N3O2 in total.

Results
SMILES: NCc1cc[nH]n1.O=CO
LUMO energy, eV: 0.921
Frontier orbital gap, eV: 10.079

Last column: Löwdin charge in e.
CARTESIAN COORDINATES (ANGSTROEM)
N 1.269 -0.161 -1.006  -0.005
C 0.158 -1.089 -0.832  -0.212
C -1.088 -0.393 -0.369  -0.307
C -2.242 -0.965 0.219  -0.034
C -3.075 0.110 0.469  -0.107
N -2.427 1.205 0.022  -0.041
N -1.222 0.925 -0.483  0.069
H 0.986 0.662 -1.533  0.078
H 2.037 -0.609 -1.499  0.089
H -0.067 -1.643 -1.760  0.115
H 0.450 -1.830 -0.074  0.119
H -2.404 -2.003 0.495  0.102
H -4.049 0.183 0.946  0.113
H -2.731 2.168 0.090  0.152
O 2.497 -0.345 1.830  0.011
C 2.439 0.635 1.102  -0.436
O 3.538 1.186 0.552  0.045
H 1.662 1.412 1.220  0.135
H 4.269 0.553 0.610  0.113


Which of them is most stable? Easy: ii).